This record from the OMol25 dataset describes a 11-piece molecular cluster, C54H141N11O16 overall. The level of theory is ωB97M-V/def2-TZVPD.

SMILES = COC[C@H](C)N.COC[C@H](C)N.COC[C@H](C)N.COC[C@H](C)N.COC[C@H](C)N.COC[C@H](C)N.COCCNCCOC.COCCNCCOC.COCCNCCOC.COCCNCCOC.COCCNCCOC
E = -107418.3516 eV
energy above the lowest of the compared OMol25 structures with the same formula, charge and spin = 6.543 eV
max |F| = 0.0737 hartree/bohr

Each line ends with the Mulliken charge.
Atoms and positions in Å:
H -2.241 2.830 5.132  0.240
H -4.396 -0.055 4.618  0.342
H 6.720 -8.960 -4.343  0.305
C -3.152 2.233 5.104  -0.799
H -5.597 7.638 0.701  0.366
H 5.413 -9.047 -5.588  0.293
H -2.840 -7.655 -2.797  0.242
H 7.150 8.272 -0.965  0.248
C -2.034 10.961 -0.546  -0.747
H 4.955 8.011 -0.079  0.310
O -2.885 0.950 5.526  -0.277
H 8.819 -1.938 -3.454  0.465
O -4.140 -3.408 -6.619  -0.284
H 7.932 -2.045 -6.404  0.168
H 3.240 9.358 10.668  0.362
H -6.078 -3.884 -8.899  0.253
H 0.111 -12.641 0.644  0.223
H -2.862 -4.944 -10.362  0.350
H -0.375 1.465 0.569  0.220
O -8.369 -3.349 4.137  -0.231
C -9.027 -4.352 4.944  -0.709
H 7.944 0.453 -5.767  0.326
H 5.312 -8.303 -7.799  0.153
C -0.850 1.987 -1.398  -0.535
H 3.241 -3.421 0.798  0.301
C -2.501 -8.690 -2.821  -0.664
H 4.553 -6.847 -10.057  0.397
H -11.038 -3.448 5.102  0.226
C 7.215 -7.643 -6.889  -0.743
C 0.769 -2.299 0.331  -0.733
H 9.246 -3.193 -4.510  0.352
H 8.694 7.617 8.367  0.347
C -3.639 -3.573 -7.902  -0.618
H 7.388 4.237 -0.338  0.452
O 5.331 4.681 0.162  -0.327
C 2.530 -6.387 -5.937  -0.487
H -6.664 9.033 0.817  0.328
N -4.994 8.235 -1.770  -0.622
H -8.800 -0.055 0.737  0.372
C 3.314 -6.722 -8.195  -0.412
C 4.498 -6.340 -9.094  -0.970
H 3.443 -7.743 -7.836  0.351
C -0.190 -1.074 0.624  -0.543
H 3.780 3.460 0.199  0.110
C -11.438 -1.026 0.406  -1.484
H -7.292 -4.385 2.667  0.285
O -0.951 3.264 -0.817  -0.339
H 5.164 7.757 9.039  0.290
H -4.351 8.459 -2.517  0.252
H 0.422 -0.303 -1.181  0.293
H 5.832 -2.612 -5.611  0.218
O 7.350 6.758 9.927  -0.315
C -1.299 -10.505 -1.703  -0.697
H 1.717 -1.586 7.217  0.309
C -5.318 9.245 -0.777  0.211
C -9.866 -2.506 6.621  -1.411
H 7.188 6.680 0.719  0.346
H -4.517 7.507 -1.257  0.243
H 1.081 -9.412 -0.646  0.310
H -9.596 -1.651 6.000  0.308
H -8.278 -4.763 5.621  0.309
H 2.334 -5.580 -5.232  0.212
H -3.978 -5.722 -8.153  0.312
H 0.990 3.723 -1.100  0.320
N 6.614 -2.550 -4.974  -0.666
H -9.419 2.532 -0.672  0.272
H 7.913 -8.479 -6.837  0.394
H -1.935 -1.870 7.830  0.361
H 1.793 8.496 8.654  0.549
O -3.217 10.333 -0.986  -0.278
C -3.613 -2.277 -6.024  -0.730
O 10.266 -1.500 -4.979  -0.372
H 2.605 5.721 6.626  0.223
H 2.639 -3.665 -0.779  0.285
H -3.539 2.196 4.085  0.307
H 1.466 -10.762 -1.733  0.290
H -10.725 -2.273 7.250  0.413
N -2.702 -1.754 5.977  -0.415
H 4.676 3.348 -1.299  0.339
H -11.228 -0.830 1.457  0.367
N -0.378 -12.342 -0.188  -0.691
C 5.225 7.695 -1.087  -0.416
H 3.811 11.146 -2.863  0.326
H 0.414 -2.998 -0.426  0.402
H 1.765 -10.920 0.008  0.376
H 9.413 7.122 9.740  0.329
H 3.946 -2.551 -0.558  0.271
H -1.478 10.882 -1.480  0.243
C 2.598 6.804 6.747  -0.664
C -4.133 0.225 5.638  -0.707
N 5.762 -6.253 -8.399  -0.354
C 1.096 -10.498 -0.743  -1.277
H -6.543 -2.928 3.301  0.232
H -4.507 10.829 0.602  0.350
H -3.645 -0.611 7.551  0.358
C 7.181 7.876 10.762  -0.587
N -0.407 -0.308 -0.605  -0.370
H -3.760 -1.349 -6.576  0.308
C 1.409 -1.882 6.214  -0.900
N -10.822 -0.396 -1.833  -0.742
H -5.920 10.024 -1.245  0.281
H -7.854 2.158 0.084  0.297
C -3.929 -4.916 -10.141  -1.314
H -2.077 -8.745 -3.823  0.261
O 3.123 7.066 8.059  -0.338
H 7.823 7.752 11.633  0.432
C 4.789 8.824 -2.089  -0.603
H 3.709 8.728 -2.196  0.369
H -8.813 -1.250 -0.505  0.341
H 5.468 8.764 11.807  0.382
O -8.471 0.654 -1.191  -0.370
H -12.507 -0.936 0.214  0.344
O 3.186 -5.857 -7.120  -0.340
C -7.144 -3.796 3.572  -0.776
H 3.210 7.245 5.960  0.250
H 0.026 4.876 -0.142  0.316
H -4.784 -1.607 6.591  0.339
H 4.436 11.948 -1.451  0.250
C -8.444 2.071 -0.829  -0.711
N 4.950 8.347 9.830  -0.327
H 4.550 6.865 -1.300  0.335
H -2.103 -1.023 5.620  0.426
C -0.629 -2.932 6.385  -0.537
O 6.547 -7.312 -5.648  -0.282
H 6.337 4.814 -1.560  0.377
C -1.981 -2.519 6.955  -0.629
H 11.556 0.107 -4.466  0.261
H 9.962 0.066 -3.740  0.281
C 3.004 -2.879 -0.118  -0.774
C 5.686 8.024 11.037  -0.740
C 9.013 -2.128 -4.510  -0.918
H -7.074 7.800 -0.234  0.355
H 5.307 8.817 -3.049  0.333
H -10.157 -5.087 7.251  0.233
H 5.298 2.625 0.309  0.318
H -1.118 -1.548 0.944  0.311
C 2.876 8.366 8.643  -0.753
C -0.934 1.027 -0.258  -0.250
H 1.796 -2.879 6.004  0.364
C -4.200 9.992 -0.024  -0.568
C 8.567 6.835 9.116  -0.847
H 6.853 -3.503 -4.739  0.183
C 4.787 3.431 -0.218  -0.641
H -5.003 0.787 5.978  0.526
H -11.079 -2.046 0.271  0.338
H 3.280 9.174 8.033  0.351
H 8.255 6.336 -0.617  0.413
N -5.760 -4.720 -8.429  -0.710
H 1.961 -1.166 5.605  0.245
H -8.082 2.685 -1.653  0.278
H 8.878 5.896 8.660  0.288
C -10.166 -3.717 5.698  0.637
H -0.707 -10.304 0.260  0.151
N 6.697 7.404 -1.212  -0.428
H -6.531 -4.312 4.312  0.325
H -4.441 -5.805 -10.510  0.351
C -4.295 -4.770 -8.580  0.221
H -6.057 -4.602 -7.471  0.304
H -0.681 -3.405 5.405  0.287
C 6.590 4.959 -0.510  -0.641
H -2.188 11.960 -0.137  0.251
H -11.677 -0.017 -2.216  0.246
H -2.577 -3.813 -7.854  0.347
H 6.531 -8.033 -8.945  0.392
H 0.621 3.381 0.592  0.278
C 10.811 -0.555 -4.024  -0.683
H 5.531 11.610 -2.810  0.269
C -3.869 -1.016 6.564  -0.707
C 3.533 8.500 10.064  -0.567
H -11.143 -5.460 6.108  0.230
C 5.963 -8.407 -4.898  -0.749
C -10.615 -0.066 -0.451  0.676
H -4.472 -4.122 -10.653  0.331
H -1.683 1.745 -2.058  0.301
C 7.205 6.373 -0.326  -0.667
H 1.650 -6.951 -6.247  0.326
C 6.138 -7.626 -8.014  -0.248
H 5.265 -8.043 -4.144  0.226
H -10.894 0.938 -0.131  0.142
C 7.303 -0.315 -5.333  -1.395
C 7.763 -1.813 -5.353  0.832
H 8.035 -6.945 -7.059  0.309
H -10.135 0.212 -2.253  0.304
O 5.063 10.078 -1.423  -0.316
H -9.242 -5.095 4.176  0.338
H 5.286 7.143 11.539  0.368
H 1.568 7.150 6.832  0.305
H -2.238 -11.060 -1.709  0.362
H 6.298 -0.256 -5.750  0.355
H 0.809 -2.862 1.263  0.444
O 2.088 -1.777 0.014  -0.261
H 7.560 8.774 10.273  0.355
H -4.115 -2.195 -5.060  0.245
H -0.803 -10.953 -2.565  0.347
C -9.141 -0.234 -0.283  -0.668
H 0.271 -0.501 1.428  0.346
H -3.812 -2.740 -8.584  0.334
H -2.551 -2.495 -5.905  0.302
H 3.298 -7.060 -5.555  0.090
H 7.372 -0.017 -4.286  0.299
H 3.101 7.619 10.539  0.306
H 5.532 -5.810 -7.521  0.307
H 4.261 -5.366 -9.523  0.346
O -1.618 -9.112 -1.755  -0.305
C -6.195 8.339 0.119  -1.285
H -3.881 2.713 5.758  0.310
O 0.023 -1.721 6.191  -0.290
H -1.560 10.225 0.103  0.344
C -0.344 -10.932 -0.553  0.565
H -2.602 -3.394 7.142  0.331
C 0.229 3.821 -0.325  -0.767
H 2.300 -6.736 -8.593  0.475
H -3.339 -9.356 -2.614  0.299
H -1.307 -12.735 -0.124  0.210
H -9.013 -2.657 7.282  0.318
H -0.123 -3.593 7.088  0.515
H 0.093 1.834 -1.922  0.361
N -10.751 -4.648 6.562  -0.728
H 11.089 -1.048 -3.093  0.301
H -3.630 9.302 0.598  0.277
C 4.693 11.227 -2.228  -0.760
H -2.000 0.932 -0.053  0.122

Forces on the atoms, in the same order (eV/Å):
0.1 -0.1 -0.1
-0.1 -0.5 -0.1
0.2 -0.2 -0.3
0.1 0.9 -0.4
0.2 0.0 0.0
0.0 -0.3 0.1
0.3 0.0 1.1
0.2 0.1 -0.1
-0.4 -1.8 -0.9
0.0 0.3 0.2
-1.1 -1.0 1.2
0.0 0.6 0.1
-1.1 -0.2 -0.7
1.0 0.0 -0.2
0.2 0.3 -0.5
-0.3 0.2 -0.2
0.3 0.7 -0.1
-0.1 0.2 0.1
-0.2 -0.1 0.4
0.5 0.3 0.3
1.5 1.6 -1.8
0.2 -0.5 -0.8
-0.1 0.2 0.6
0.3 -0.4 0.5
-0.2 0.4 0.6
0.1 -1.3 0.8
0.1 -1.1 0.4
0.5 0.4 -0.9
-0.8 0.3 0.0
0.1 1.8 0.9
-0.3 -0.2 -0.4
-1.3 0.2 -0.4
0.4 -1.6 -1.1
-0.2 -0.4 0.7
1.5 0.7 0.0
1.6 -0.3 -1.7
0.0 -0.1 0.8
1.3 -0.1 -0.6
-0.1 0.3 0.3
-0.8 -1.3 0.0
-1.4 1.7 -0.8
0.2 -0.3 0.2
1.2 -2.1 -1.8
-0.1 -0.2 -0.1
0.9 0.0 0.6
-0.1 -0.3 0.1
-1.1 0.6 -0.6
-0.1 -0.3 0.3
0.1 0.7 0.0
0.2 0.4 0.2
0.3 0.5 -0.3
1.4 -0.4 -2.1
0.0 -1.1 -0.7
0.4 -0.4 0.4
-1.4 -1.1 -0.3
0.8 0.3 -1.2
-0.2 -0.2 0.4
0.0 -0.5 -0.1
0.4 0.1 -0.1
-0.1 0.2 0.1
-0.1 -0.2 0.4
-0.1 -0.1 -0.3
0.2 0.1 0.5
0.4 0.2 0.0
-0.8 -1.7 2.1
-0.4 -0.5 0.4
-1.0 -1.2 0.2
0.8 -0.5 0.7
-0.2 0.2 0.3
-1.5 0.9 -0.8
0.3 -0.1 1.0
-0.8 0.1 0.7
0.0 0.1 0.0
-0.4 0.1 -0.3
-0.1 0.4 -0.3
0.1 -0.1 0.0
-0.1 -0.1 -0.3
-1.7 1.0 -0.4
0.4 -0.4 -0.1
-0.3 0.2 0.2
-0.8 -0.7 -1.2
0.5 0.8 -1.3
0.0 -0.7 0.0
-0.1 0.3 -0.4
-0.1 0.0 0.1
0.1 -0.3 0.7
-0.1 0.4 0.1
0.6 1.0 0.2
-0.1 0.3 1.7
1.0 -1.4 0.1
-0.4 -1.2 0.9
-0.3 0.5 -0.5
-0.3 0.2 -0.1
-0.4 0.2 -0.2
0.0 -0.1 0.3
-0.1 0.4 -0.1
-0.8 0.2 1.0
-0.1 0.0 -0.3
1.2 1.0 1.0
-0.1 0.9 -1.1
-0.2 -0.1 -0.2
0.1 0.4 -0.1
-1.4 0.4 1.7
0.2 -0.8 0.0
1.0 0.3 0.7
-0.3 -0.1 0.5
0.5 0.1 2.1
-0.1 0.1 -0.4
-0.1 0.0 -0.4
0.4 0.6 -0.2
0.3 1.1 -0.1
0.1 -0.1 0.0
0.2 1.8 1.6
-0.1 0.6 0.3
-0.3 0.3 -0.1
0.1 0.0 0.0
0.1 -0.2 0.1
0.1 0.4 -0.3
-0.4 -1.1 0.1
0.4 1.1 0.8
0.7 -0.5 -0.1
0.3 0.0 -0.1
-1.2 0.3 0.6
0.3 -0.3 0.5
0.3 0.3 -0.5
-0.7 -0.6 -0.7
0.2 -0.6 -0.1
0.1 0.5 0.1
0.1 0.1 -0.5
0.2 -0.2 0.1
0.9 0.0 -0.3
0.5 0.1 -1.1
0.0 -0.4 0.0
0.6 0.5 0.2
0.3 -0.3 -0.6
-0.2 0.3 0.3
-0.3 0.4 -0.2
0.5 -1.4 -0.6
-0.3 -0.2 -0.2
1.6 -1.4 -0.4
0.5 0.2 1.3
0.0 -0.2 0.1
-0.6 0.9 1.0
0.4 0.5 0.5
-0.3 -0.1 -0.4
0.2 0.0 -0.4
0.2 -0.6 0.2
0.2 -0.1 -0.8
-0.5 0.0 -0.6
0.7 -0.6 -0.1
-0.8 -0.2 0.2
-0.4 0.9 0.7
-0.1 0.1 0.6
-2.3 0.1 -0.3
-0.1 -0.5 0.0
0.3 -0.3 0.2
-0.4 -0.8 -1.0
0.4 -0.1 0.2
-0.5 -0.5 0.0
-0.6 0.4 -0.8
0.2 0.0 0.0
-0.6 -0.2 0.3
0.5 0.4 0.0
0.5 -0.3 0.0
-0.2 -0.3 0.2
-2.0 -0.3 -0.2
0.1 -0.2 -0.1
0.7 0.9 -2.0
-0.6 -2.2 -2.3
-0.3 0.1 -0.5
0.5 0.5 -0.9
-1.2 -1.3 1.0
0.5 0.4 -0.2
0.1 0.7 -0.3
-0.3 -0.4 0.0
-0.3 0.1 0.3
2.1 -0.3 -0.7
0.0 0.5 -0.3
0.0 0.4 -0.3
1.1 -0.3 0.9
0.3 2.0 -2.1
-0.7 1.2 0.0
0.4 -0.3 -0.9
-0.6 0.1 -1.5
-1.0 -0.7 0.6
0.1 -0.8 -0.2
-0.2 0.1 -1.0
-0.3 -0.2 0.6
0.1 0.2 0.2
0.2 -0.2 0.2
-0.3 -1.7 0.1
-0.2 0.3 -0.3
0.3 0.2 0.1
0.1 0.8 -0.9
1.0 0.8 0.6
-0.1 0.2 0.2
0.0 0.6 0.3
0.3 0.6 0.4
-0.4 -0.3 0.7
-0.9 0.0 0.3
0.1 -0.3 0.8
0.1 0.6 0.3
0.0 0.6 0.5
1.4 0.6 0.0
-0.6 2.0 2.0
-0.2 0.2 0.0
0.9 0.5 -0.6
0.4 0.5 0.8
-0.6 1.2 1.6
0.2 -0.2 0.5
0.3 0.2 -0.5
0.1 -0.1 -1.3
-0.6 0.2 -1.1
-0.1 0.2 -0.1
0.1 -0.4 0.0
0.2 0.0 0.1
0.2 0.3 -0.3
-1.5 -3.0 1.8
0.7 -0.1 -0.1
-0.4 -0.4 0.8
0.3 0.0 1.6
0.1 -0.1 0.7